Entry 1:
39
Properties=species:S:1:pos:R:3 method="wB97M-V/def2-TZVPD" total_charge=0 energy_ev=-27040.528 relative_energy_kcal_mol=32.7 orbital_gap_ev=9.83 lumo_ha=-0.01441 spin_multiplicity=1 largest_force_ev_per_a=3.31
O 0.44 -0.59 -0.26
H 0.62 -0.38 0.65
H 0.46 0.29 -0.63
O 0.40 -3.35 -0.42
H 0.14 -3.70 -1.29
H 0.30 -2.39 -0.40
O 1.98 -2.80 2.52
H 2.33 -2.58 1.65
H 2.79 -3.16 2.91
O -0.86 -0.25 -3.36
H -1.33 -0.54 -4.12
H -1.20 -0.73 -2.61
O -2.97 1.25 -1.05
H -3.68 1.70 -0.63
H -2.17 1.70 -0.84
O 1.73 0.38 -3.04
H 2.22 -0.25 -2.53
H 0.86 0.06 -3.24
O -0.63 -1.96 3.26
H -0.79 -1.85 4.14
H 0.32 -1.96 3.14
O 1.09 3.01 -2.63
H 1.06 2.09 -2.89
H 0.43 3.46 -3.12
O -2.00 -0.43 1.72
H -2.15 0.50 2.01
H -1.32 -0.79 2.29
O -2.08 -1.29 -1.18
H -1.56 -1.04 -0.47
H -2.60 -0.50 -1.30
O 1.34 0.45 2.49
H 0.70 0.47 3.20
H 2.12 0.10 2.97
O 1.55 2.78 1.28
H 1.30 1.93 1.71
H 1.94 3.30 1.98
O -0.56 2.08 -0.63
H -0.05 2.36 -1.40
H -0.17 2.61 0.09

***

Entry 2:
13
Properties=species:S:1:pos:R:3 method="wB97M-V/def2-TZVPD" total_charge=0 energy_ev=-6786.428 relative_energy_kcal_mol=48.1 orbital_gap_ev=8.85 lumo_ha=0.03761 spin_multiplicity=1 largest_force_ev_per_a=0.89
C 1.69 0.06 0.12
C 0.45 -0.35 -0.72
C -0.25 0.85 -0.75
C -1.41 0.74 0.01
C -1.54 -0.60 0.34
N -0.44 -1.25 -0.11
H 1.96 -0.77 0.77
H 2.55 0.42 -0.46
H 1.41 0.88 0.81
H 0.27 1.74 -1.09
H -1.98 1.56 0.44
H -2.34 -1.11 0.84
H -0.40 -2.26 -0.20

***

Entry 3:
16
Properties=species:S:1:pos:R:3 method="wB97M-V/def2-TZVPD" total_charge=0 energy_ev=-8404.495 relative_energy_kcal_mol=24.3 orbital_gap_ev=11.08 lumo_ha=0.03772 spin_multiplicity=1 largest_force_ev_per_a=0.50
C -1.45 -0.56 -1.34
O -0.83 0.07 -0.25
C 0.48 -0.41 0.05
C 1.54 0.49 -0.56
C 0.57 -0.46 1.58
O -0.59 -0.99 2.15
H -0.93 -0.34 -2.29
H -1.47 -1.65 -1.21
H -2.47 -0.19 -1.40
H 0.57 -1.43 -0.34
H 1.46 0.50 -1.65
H 2.54 0.15 -0.29
H 1.41 1.51 -0.20
H 1.41 -1.09 1.88
H 0.76 0.56 1.96
H -1.31 -0.57 1.65

***

Entry 4:
25
Properties=species:S:1:pos:R:3 method="wB97M-V/def2-TZVPD" total_charge=0 energy_ev=-25935.414 relative_energy_kcal_mol=68.7 orbital_gap_ev=10.54 lumo_ha=0.02604 spin_multiplicity=1 largest_force_ev_per_a=5.73
C -0.94 1.76 0.75
C 0.33 1.66 -0.20
C 2.27 -1.48 -0.31
C 1.53 -1.57 1.07
C -2.23 1.24 0.15
C -0.59 -0.59 -1.09
C 0.63 0.15 -0.35
N 1.92 -0.29 -0.97
O -3.14 -0.89 -1.03
O -2.02 -1.29 1.15
O 0.74 -0.31 1.01
S -2.15 -0.58 -0.06
H -0.83 0.98 1.57
H -0.99 2.73 1.25
H 0.20 2.05 -1.22
H 1.16 2.21 0.27
H 3.39 -1.40 0.01
H 1.93 -2.27 -1.02
H 0.83 -2.34 1.06
H 2.33 -1.52 1.93
H -3.07 1.47 0.82
H -2.54 1.51 -0.86
H -1.01 -0.06 -1.96
H -0.36 -1.68 -1.36
H 2.60 0.51 -0.61

***

Entry 5:
106
Properties=species:S:1:pos:R:3 method="wB97M-V/def2-TZVPD" total_charge=-2 energy_ev=-106180.984 relative_energy_kcal_mol=23.4 orbital_gap_ev=6.46 lumo_ha=0.14458 spin_multiplicity=1 largest_force_ev_per_a=0.49
Sr 0.77 -0.85 0.31
C 1.29 0.39 -5.04
C 1.93 0.15 -3.67
C 3.45 0.29 -3.70
P 1.44 -1.36 -2.70
C 2.33 -2.80 -3.47
C 1.96 -4.09 -2.74
C 2.36 -3.01 -4.99
C -0.34 -1.48 -3.09
C -0.88 -2.39 -3.99
C -2.22 -2.36 -4.36
C -3.01 -1.33 -3.84
C -2.51 -0.42 -2.94
C -1.17 -0.49 -2.47
N -0.60 0.34 -1.55
C -1.36 1.25 -0.83
C -2.61 0.93 -0.25
C -3.31 1.84 0.52
C -2.79 3.11 0.75
C -1.55 3.43 0.23
C -0.82 2.53 -0.56
P 0.79 2.94 -1.33
C 2.01 2.53 0.03
C 1.71 2.97 1.46
C 3.42 2.92 -0.40
C 0.73 4.82 -1.45
C 1.11 5.72 -0.27
C 1.56 5.23 -2.67
H 1.38 1.45 -5.30
H 0.23 0.13 -5.04
H 1.79 -0.18 -5.83
H 1.54 0.94 -3.01
H 3.90 -0.43 -4.38
H 3.88 0.14 -2.71
H 3.73 1.29 -4.04
H 3.36 -2.56 -3.17
H 0.92 -4.38 -2.94
H 2.05 -3.99 -1.66
H 2.60 -4.91 -3.07
H 1.47 -3.50 -5.36
H 3.21 -3.65 -5.24
H 2.48 -2.07 -5.53
H -0.25 -3.14 -4.42
H -2.63 -3.09 -5.05
H -4.05 -1.24 -4.16
H -3.15 0.37 -2.58
H -3.00 -0.07 -0.39
H -4.26 1.55 0.95
H -3.33 3.82 1.37
H -1.14 4.41 0.44
H 2.02 1.44 0.07
H 1.87 4.04 1.61
H 2.38 2.44 2.14
H 0.69 2.73 1.76
H 3.57 4.00 -0.38
H 3.64 2.57 -1.42
H 4.15 2.47 0.27
H -0.32 5.00 -1.70
H 2.16 5.61 -0.02
H 0.54 5.50 0.63
H 0.94 6.77 -0.54
H 2.62 5.02 -2.50
H 1.46 6.30 -2.87
H 1.26 4.68 -3.56
O 4.60 -0.57 2.69
C 3.40 -0.45 2.46
O 2.84 -0.61 1.33
C 2.51 -0.03 3.64
C 3.15 0.16 4.84
C 2.48 0.62 5.98
C 1.15 0.98 5.91
C 0.51 0.83 4.71
C 1.09 0.22 3.54
O 0.36 -0.07 2.55
N -0.86 1.33 4.65
O -1.20 1.94 3.66
O -1.58 1.17 5.63
N 3.19 0.79 7.22
O 2.58 1.25 8.19
O 4.37 0.49 7.27
H 4.21 -0.06 4.88
H 0.63 1.38 6.77
O -1.26 -7.08 0.99
C -2.38 -6.51 1.35
O -3.37 -7.14 1.65
C -2.38 -5.02 1.40
C -3.44 -4.24 1.83
Cl -4.93 -4.70 2.51
N -3.09 -2.94 1.71
N -1.83 -2.82 1.23
C -1.40 -4.06 1.03
C 0.00 -4.24 0.48
O 0.43 -5.41 0.39
O 0.62 -3.20 0.22
C -3.82 -1.79 2.12
C -3.21 -0.87 2.97
C -3.95 0.20 3.45
C -5.28 0.35 3.07
C -5.86 -0.54 2.18
C -5.13 -1.62 1.70
H -0.52 -6.38 0.76
H -2.17 -1.00 3.24
H -3.49 0.91 4.11
H -5.86 1.19 3.45
H -6.89 -0.41 1.86
H -5.56 -2.32 1.00

***

Entry 6:
9
Properties=species:S:1:pos:R:3 method="wB97M-V/def2-TZVPD" total_charge=0 energy_ev=-18538.668 relative_energy_kcal_mol=110.3 orbital_gap_ev=9.27 lumo_ha=-0.03761 spin_multiplicity=1 largest_force_ev_per_a=7.10
C 0.32 -1.11 -0.05
C -0.92 -0.43 0.06
H 3.16 0.14 -0.41
H 0.17 -2.16 -0.13
H 0.49 1.56 -0.01
N 1.54 -0.86 -0.18
O 2.22 0.39 0.25
O -2.01 -1.18 0.09
S -0.80 1.38 -0.06

***

Entry 7:
74
Properties=species:S:1:pos:R:3 method="wB97M-V/def2-TZVPD" total_charge=0 energy_ev=-71308.396 relative_energy_kcal_mol=22.7 orbital_gap_ev="7.50 / 7.50" lumo_ha="-0.01044 / -0.01043" spin_multiplicity=1 largest_force_ev_per_a=1.27
Rh 0.08 -0.97 0.21
C -2.61 -2.53 -1.50
Si -0.76 -2.25 -1.61
C -0.27 -1.81 -3.36
C -0.08 -4.02 -1.43
C -0.36 -5.05 -2.34
C 0.18 -6.31 -2.18
C 1.02 -6.59 -1.10
C 1.29 -5.59 -0.19
C 0.75 -4.31 -0.34
Si 1.04 -2.94 0.88
C 0.23 -3.41 2.51
C 2.90 -2.75 1.09
H -2.91 -3.13 -2.36
H -3.21 -1.62 -1.50
H -2.84 -3.09 -0.60
H -0.29 -2.72 -3.97
H 0.74 -1.41 -3.39
H -0.94 -1.08 -3.81
H -1.01 -4.87 -3.19
H -0.05 -7.09 -2.90
H 1.44 -7.58 -0.98
H 1.94 -5.82 0.65
H 0.98 -3.59 3.28
H -0.35 -4.32 2.37
H -0.44 -2.64 2.88
H 3.23 -3.05 2.08
H 3.25 -1.73 0.91
H 3.40 -3.39 0.35
C -0.16 6.60 -0.83
C -0.73 5.21 -0.76
C 0.05 4.14 -0.30
C -0.47 2.87 -0.20
C -1.80 2.63 -0.54
C -2.59 3.67 -1.01
C -2.05 4.95 -1.11
S -2.45 0.97 -0.62
O -1.96 0.42 -1.86
O -3.88 1.07 -0.47
N -1.74 0.21 0.61
C -1.75 0.93 1.82
C -2.76 1.74 2.26
C -2.67 2.47 3.47
C -1.58 2.37 4.27
C -0.52 1.51 3.89
C 0.64 1.31 4.69
C 1.64 0.48 4.28
C 1.49 -0.16 3.03
N 0.44 -0.01 2.26
C -0.59 0.81 2.67
H 0.89 6.58 -1.13
H -0.22 7.09 0.14
H -0.71 7.21 -1.55
H 1.08 4.32 -0.02
H 0.16 2.05 0.15
H -3.62 3.48 -1.27
H -2.67 5.76 -1.47
H -3.66 1.82 1.67
H -3.49 3.11 3.74
H -1.51 2.91 5.21
H 0.70 1.83 5.64
H 2.52 0.31 4.88
H 2.27 -0.82 2.67
C 3.27 2.23 -2.82
N 3.03 1.30 -1.75
C 1.85 0.67 -1.54
N 0.83 0.96 -2.36
O 1.76 -0.14 -0.59
H 4.31 2.54 -2.77
H 2.65 3.12 -2.73
H 3.11 1.78 -3.80
H 3.77 1.00 -1.15
H 0.89 1.73 -3.00
H -0.11 0.65 -2.09

***

Entry 8:
17
Properties=species:S:1:pos:R:3 method="wB97M-V/def2-TZVPD" total_charge=-1 energy_ev=-7408.960 relative_energy_kcal_mol=33.2 orbital_gap_ev=5.90 lumo_ha=0.14288 spin_multiplicity=1 largest_force_ev_per_a=4.38
C -1.82 -0.76 -0.94
O -2.72 -0.40 -0.14
C -0.37 -0.83 -0.28
C 0.48 0.44 -0.44
C 2.00 0.34 0.19
C 2.14 1.16 1.57
H -2.10 -1.70 -1.46
H -1.62 -0.16 -1.88
H 0.12 -1.77 -0.64
H -0.74 -0.94 0.71
H 0.01 1.22 0.03
H 0.48 0.55 -1.59
H 2.62 0.72 -0.67
H 2.13 -0.73 0.53
H 2.54 0.58 2.37
H 1.09 1.27 1.81
H 2.62 2.14 1.37